Entry 1:
DFT (ωB97M-V/def2-TZVPD) results for CF5LiNdO3P as an isolated structure in a non-equilibrium geometry.

XYZ file:
```
12
Properties=species:S:1:pos:R:3:forces:R:3
P 1.320445 0.378188 -0.081792 6.172 1.085 1.684
F 2.281498 0.261982 1.169175 -1.325 -0.114 -1.082
F -0.888282 1.029868 -1.343951 -2.133 -0.853 2.354
F 2.509697 0.227723 -1.135456 -2.154 -0.052 0.377
F 1.357296 1.952565 -0.274445 -1.260 -1.670 -0.218
F 0.037896 0.629381 1.022244 -1.343 -0.049 -0.376
O 0.934726 -1.187996 -0.318231 -1.341 0.765 -0.177
O 0.042165 -3.204388 -0.164820 -0.758 1.251 0.323
C -0.136679 -1.999695 -0.055729 2.912 -1.727 -0.958
O -1.261504 -1.490585 0.244374 -3.145 1.910 0.605
Li -1.864815 -3.565491 0.247577 0.522 -0.533 -0.108
Nd -2.256693 0.575463 0.331382 3.855 -0.012 -2.425
```
Positions in Å, forces in eV/Å.

The max |F| is 6.5 eV/A. As for the spin multiplicity: 4. As for the frontier orbital gap (alpha / beta): 8.90 / 9.79 eV. The net charge is +2. The value obtained for the relative energy (zero: lowest compared OMol25 entry of this formula, charge and spin) is 8.9 kcal per mole. The value obtained for the HOMO energy (alpha / beta) is -0.7268 / -0.7271 hartree.

Entry 2:
DFT (ωB97M-V/def2-TZVPD) results for C6H10Cl3NO2S2Tc as an isolated structure.

XYZ file:
```
25
Properties=species:S:1:pos:R:3:forces:R:3
Tc 0.171164 0.624730 -1.139340 -0.007 -0.243 0.093
Cl 1.045325 3.116398 3.674777 0.017 -0.019 0.018
C 1.471582 1.448140 3.326039 -0.037 0.014 -0.115
Cl 3.206192 1.169715 3.437284 0.005 0.007 0.016
Cl 0.561206 0.313527 4.313964 -0.005 -0.010 0.022
C 1.094906 1.192977 1.917402 -0.022 0.023 -0.129
N 0.806301 0.994082 0.827438 0.077 -0.019 0.408
C 2.110168 -1.782757 -0.221494 -0.037 0.023 -0.055
O 1.727589 -0.755836 -1.199656 -0.025 -0.078 0.007
H 3.034757 -1.476851 0.260881 -0.008 -0.011 0.006
H 2.225732 -2.725765 -0.748405 0.010 -0.005 0.029
H 1.297692 -1.848096 0.493887 0.012 -0.012 0.004
H 2.355504 -0.751359 -1.934092 0.004 -0.012 -0.050
C 1.240472 2.275513 -1.357681 0.053 0.067 -0.167
H 1.208039 1.817130 -2.405974 0.073 0.053 -0.013
H 2.257721 2.293730 -0.974482 -0.017 0.070 0.060
H 0.760047 3.251900 -1.344494 -0.074 0.002 0.002
C -4.223355 -1.852766 -0.639327 -0.027 0.000 0.007
O -3.594215 -0.835787 -1.502159 0.154 0.013 0.108
C -2.464310 -0.359807 -1.198248 0.004 0.020 -0.216
S -1.453895 -0.712967 0.098912 0.067 0.025 0.103
S -1.728529 0.816859 -2.295368 -0.170 0.117 -0.143
H -5.125744 -2.130047 -1.169106 -0.012 -0.015 0.029
H -4.445271 -1.390336 0.319731 -0.012 -0.015 -0.010
H -3.539068 -2.692324 -0.540486 -0.023 0.005 -0.015
```
Positions in Å, forces in eV/Å.

The max |F| is 0.4 eV/A. As for the spin multiplicity: 2. As for the frontier orbital gap (alpha / beta): 7.86 / 7.71 eV. The net charge is +2. The value obtained for the relative energy (zero: lowest compared OMol25 entry of this formula, charge and spin) is 0.0 kcal per mole. The value obtained for the HOMO energy (alpha / beta) is -0.6226 / -0.6212 hartree.

Number 1 is which compound?
CF5LiNdO3P

What is the relative energy (zero: lowest compared OMol25 entry of this formula, charge and spin) in the first record?
8.9 kcal per mole

Among the records above, which one has the highest spin multiplicity?
CF5LiNdO3P